(1)
The following is a quantum chemistry calculation of the molecule C3H4N2, from OMol25.

```
9
Properties=species:S:1:pos:R:3:forces:R:3:nbo_charge:R:1
C 0.322647 1.792824 -0.082507 -0.792 -4.967 1.216 0.01
C -1.006604 -0.373369 -0.465785 0.049 -1.312 -2.398 0.33
C -0.214771 -0.469832 0.754027 2.324 1.406 -3.169 -0.34
N 0.578780 0.839953 0.668909 -0.662 1.393 0.263 -0.39
N -0.783914 0.008949 -1.604142 -0.467 -0.070 0.900 -0.61
H 0.801928 2.663610 -0.157885 2.052 3.431 -0.053 0.17
H -0.746278 -0.564679 1.620015 -1.116 0.081 2.376 0.23
H 0.514822 -1.287232 0.600287 -0.490 0.255 0.304 0.25
H 0.076340 0.617482 -1.828973 -0.898 -0.218 0.561 0.35
```
Forces are in eV/Å.

Highest occupied orbital energy (alpha / beta) in eV: -7.845 / -7.983
Max |F| in eV Å⁻¹: 5.2
Kohn-Sham gap (alpha / beta) in eV: 7.9 / 8.1
Relative energy (zero: lowest compared OMol25 entry of this formula, charge and spin) in kcal/mol: 121.9
LUMO (alpha / beta) in eV: 0.032 / 0.074



(2)
The following is a quantum chemistry calculation of a cluster of 21 separate species, C6H52N2O23 in total, from OMol25.

```
83
Properties=species:S:1:pos:R:3:forces:R:3:mulliken_charge:R:1
O 2.488982 -15.209553 6.016790 -0.795 -0.005 0.902 -0.72
O 5.905291 -15.394955 3.406982 -0.616 0.960 -1.374 -0.89
O 6.406293 -18.968483 3.966310 0.947 -0.016 -0.603 -0.60
C 3.350670 -16.066112 6.174531 -0.292 0.187 1.861 0.72
C 6.323084 -16.104925 4.292041 0.205 0.073 1.351 -0.11
N 7.588483 -15.936639 4.693811 0.533 -1.707 1.545 0.29
N 4.050097 -16.358364 5.092606 1.947 -1.997 0.392 0.07
C 3.666564 -16.750011 7.532042 -2.411 0.502 -1.384 -1.09
C 8.404666 -16.567348 5.820454 -1.840 0.146 -1.755 -0.63
C 5.185722 -18.278649 4.036425 -0.345 -0.219 0.603 -0.97
C 5.292984 -17.055032 4.928678 1.321 0.118 0.650 0.24
H 6.878483 -18.618177 3.169483 -0.149 -0.482 1.174 0.35
H 8.051934 -15.232244 4.179036 0.505 1.010 -0.403 0.21
H 3.721102 -15.889032 4.319073 -0.649 1.349 -2.158 0.29
H 4.487504 -16.298135 7.983076 1.397 1.053 0.845 0.43
H 3.884911 -17.774019 7.422609 0.355 -1.298 -0.418 0.36
H 2.772323 -16.722469 8.186398 0.537 0.355 -0.488 0.30
H 8.540930 -15.795074 6.579111 -0.096 -0.353 0.169 0.20
H 9.379804 -16.829445 5.372565 -0.556 -0.255 0.514 0.23
H 7.758080 -17.436633 6.118486 1.357 0.672 0.223 0.26
H 4.985663 -17.987818 3.038887 -1.016 0.571 -0.980 0.40
H 4.407455 -18.955944 4.390025 -0.035 0.089 0.046 0.44
H 5.738476 -17.296517 5.885986 -0.478 -0.502 0.429 0.49
O 5.379807 -17.595664 10.425473 0.267 3.205 0.415 -0.74
H 4.734685 -16.756619 10.357868 2.202 -2.152 0.324 0.36
H 6.286707 -17.210862 10.707526 -2.439 -0.961 -0.764 0.33
O 1.563828 -19.659299 7.190811 2.195 -1.259 0.010 -0.63
H 1.813051 -20.402319 6.556196 -0.469 1.519 1.372 0.30
H 2.351002 -19.595689 7.844767 -1.699 -0.152 -1.283 0.32
O 1.263158 -12.835886 7.143876 -0.819 -1.313 1.646 -0.69
H 0.668102 -13.285583 7.872434 2.226 0.936 -2.554 0.29
H 1.966074 -13.459744 6.799801 -1.437 0.332 0.949 0.39
O 3.991273 -12.764223 5.342260 -1.127 0.228 -2.231 -0.63
H 4.680282 -12.662915 4.593934 -1.333 0.132 1.030 0.31
H 3.056688 -12.669384 4.906451 2.817 -0.345 1.105 0.33
O 8.470058 -20.171427 7.901399 -1.426 -0.077 -0.017 -0.64
H 7.755899 -20.146776 8.592093 1.046 -0.089 -1.172 0.29
H 8.009288 -20.425621 7.042740 0.485 0.269 1.284 0.37
O 11.608309 -17.149857 6.960319 -0.684 0.034 2.962 -0.75
H 11.202978 -17.789502 7.678854 1.224 2.119 -2.095 0.32
H 11.841394 -16.274792 7.423631 -0.633 -2.140 -0.681 0.34
O 5.905635 -11.987701 3.386698 2.150 1.113 -0.524 -0.72
H 6.248747 -11.072461 3.716048 -0.674 -2.706 -1.093 0.30
H 6.604468 -12.427890 2.713490 -1.909 1.850 2.232 0.38
O 7.582109 -13.015195 1.653825 2.300 -2.810 -1.843 -0.77
H 7.099181 -13.869045 1.282633 0.950 2.053 0.672 0.32
H 8.593749 -13.123322 1.431002 -3.159 0.281 0.293 0.34
O 7.075516 -20.936077 5.653659 -1.304 -0.505 -3.222 -0.73
H 7.207447 -21.795235 5.117943 -0.331 2.105 1.393 0.29
H 6.580165 -20.277443 4.974982 1.852 -1.770 1.800 0.49
O 5.381318 -14.985234 0.923937 0.148 -2.455 0.868 -0.86
H 5.126457 -15.957906 0.618146 0.839 2.934 0.786 0.43
H 5.555456 -15.078132 1.936182 -0.795 0.012 -2.263 0.65
O 7.666836 -17.823840 1.821229 4.090 0.337 -1.644 -0.66
H 8.253452 -16.981691 1.641727 -2.030 -2.170 0.658 0.21
H 8.239239 -18.570010 1.394123 -1.587 1.800 1.026 0.30
O 11.259428 -17.766605 2.715119 -3.031 -0.824 -0.578 -0.65
H 10.468384 -17.437071 2.123355 2.369 -1.239 1.990 0.27
H 10.910629 -18.549182 3.277437 0.660 2.001 -1.445 0.33
O 5.901545 -13.969912 7.129900 -2.175 0.572 -0.369 -0.74
H 5.563587 -13.404592 7.880128 0.492 -0.819 -1.341 0.25
H 5.144132 -13.911496 6.427993 1.520 0.347 1.569 0.24
O 8.343239 -12.507409 6.510274 -1.318 -2.112 -1.267 -0.70
H 8.855898 -12.774724 5.643891 -1.940 0.570 2.456 0.41
H 7.446885 -13.077832 6.608990 2.957 1.681 -0.672 0.43
O 0.215126 -16.239389 4.542973 0.061 -1.556 2.463 -0.67
H -0.016792 -17.016098 5.211233 0.979 2.713 -2.002 0.32
H 0.860693 -15.635017 5.019614 -1.025 -1.231 -0.468 0.38
O 9.431978 -13.200489 4.169116 0.764 -0.114 -2.923 -0.68
H 8.921620 -12.987426 3.309827 1.058 -0.363 2.152 0.26
H 10.401601 -13.281284 3.926433 -1.635 0.134 0.418 0.34
O 5.361549 -17.737495 0.474213 1.664 -2.103 -0.276 -0.72
H 6.115888 -17.712682 1.148053 -1.326 0.013 -1.506 0.44
H 5.643642 -18.496214 -0.146082 -0.847 1.887 1.350 0.30
O 3.708352 -19.510322 9.251912 2.046 0.278 0.469 -0.68
H 4.386553 -18.865241 9.708988 -1.368 -1.648 -1.121 0.36
H 4.231790 -20.303704 8.968211 -0.568 1.171 0.585 0.33
O 3.819138 -15.250428 10.548432 -3.775 1.033 0.590 -0.73
H 2.825873 -15.522279 10.788887 3.280 0.842 -0.765 0.35
H 3.719788 -14.263939 10.368298 0.351 -1.888 0.229 0.33
O 12.472057 -15.858797 4.556251 -2.524 -2.478 0.623 -0.67
H 12.027665 -16.371037 5.362275 1.474 1.454 -2.424 0.36
H 12.051023 -16.370622 3.778676 1.092 1.073 1.681 0.40
```
Forces are in eV/Å.

Highest occupied orbital energy in eV: -9.634
Max |F| in eV Å⁻¹: 4.4
Kohn-Sham gap in eV: 8.1
Relative energy (zero: lowest compared OMol25 entry of this formula, charge and spin) in kcal/mol: 0.0
LUMO in eV: -1.519



(3)
The following is a quantum chemistry calculation of a structure of composition C38H57BN11Os, from OMol25.

```
108
Properties=species:S:1:pos:R:3:forces:R:3:lowdin_spin:R:1
Os 0.278577 0.962464 0.470728 0.170 -0.106 -1.079 2.33
C -3.158897 3.495979 0.336312 0.063 0.078 0.107 0.00
C -1.655531 3.799641 0.425535 -0.098 -0.400 0.022 0.00
C -1.028501 3.098307 1.624263 0.192 0.599 -0.393 0.03
C -0.999629 3.358832 -0.839367 -0.160 0.726 -0.509 0.02
C -1.041401 3.966649 -2.070617 0.206 -0.351 0.258 0.02
C -0.419326 3.085091 -2.980213 -0.244 0.316 0.499 0.05
C -0.344587 3.430046 -4.435152 -0.032 0.104 -0.423 0.01
C 0.422192 2.515798 -5.377717 0.008 0.027 0.096 0.00
C -1.775122 3.659125 -4.966135 0.135 -0.084 0.106 0.00
N -0.008659 2.014161 -2.279283 0.189 0.146 -0.581 0.00
N -0.349317 2.179820 -0.973745 0.161 -0.421 0.484 0.05
B 0.523739 0.597266 -2.657117 -0.230 -0.128 0.185 0.00
N -0.558498 -0.401402 -2.198729 -0.039 -0.276 -0.355 0.00
N -0.850535 -0.563407 -0.880319 0.547 0.589 0.975 0.12
C -1.890307 -1.407572 -0.792248 -0.237 -0.125 -0.392 0.02
C -2.253016 -1.812523 -2.068836 0.195 0.148 0.105 0.01
C -1.387693 -1.154666 -2.944366 -0.247 -0.067 0.363 0.02
C -1.439889 -1.200876 -4.435031 -0.117 -0.013 -0.196 0.00
C -1.372366 -2.641806 -4.947495 0.091 0.105 0.025 0.00
C -2.737144 -0.516139 -4.898997 0.304 -0.016 0.014 0.00
C -2.473521 -1.867462 0.509229 0.263 0.078 0.169 0.00
C -1.571291 -2.979573 1.060632 -0.178 0.055 -0.059 0.00
C -2.657181 -0.708347 1.488100 -0.067 -0.161 -0.196 0.02
N 1.846438 0.354677 -1.884712 0.266 -0.146 -0.507 0.01
N 2.015727 0.870314 -0.629150 -0.713 0.059 0.831 0.07
C 3.333495 0.865228 -0.330223 0.441 -0.183 -0.356 0.02
C 3.999234 0.271613 -1.388637 -0.300 0.079 0.147 0.02
C 3.041285 -0.042492 -2.356618 0.300 0.033 0.511 0.03
C 3.352512 -0.745839 -3.640128 -0.213 0.085 -0.464 0.00
C 3.321193 0.186851 -4.861724 0.004 -0.098 0.115 0.00
C 2.484167 -1.988112 -3.851104 0.155 0.057 0.120 0.00
C 3.980528 1.503804 0.863014 -0.253 -0.087 0.281 0.00
C 3.146579 2.649942 1.431846 0.254 -0.019 -0.152 0.02
C 4.352353 0.467369 1.930591 0.046 0.121 -0.095 0.00
H -3.648386 3.748095 1.275542 -0.056 0.045 0.027 0.00
H -3.621865 4.078657 -0.456202 -0.033 -0.024 -0.036 0.00
H -3.330582 2.437359 0.131542 0.018 -0.029 -0.034 0.00
H -1.521684 4.879053 0.530773 0.074 -0.065 0.054 0.00
H -1.193020 1.994026 1.525953 -0.208 -0.181 0.229 0.01
H 0.028273 3.365434 1.706830 0.048 -0.095 0.077 0.01
H -1.526388 3.386693 2.549105 0.008 -0.281 0.117 0.00
H -1.455815 4.932684 -2.292410 -0.073 0.044 -0.073 0.00
H 0.149855 4.410549 -4.453048 0.010 -0.092 0.083 0.00
H -0.097514 1.567757 -5.516268 0.048 -0.063 -0.001 0.00
H 0.486070 2.992857 -6.354362 -0.008 0.040 0.007 0.00
H 1.437262 2.335993 -5.031051 0.014 -0.045 -0.011 0.00
H -2.340388 2.727549 -4.942635 -0.037 -0.028 -0.058 0.00
H -2.317105 4.400426 -4.385373 -0.038 0.046 0.012 0.00
H -1.722848 4.010385 -5.993966 -0.013 -0.021 -0.045 0.00
H 0.713301 0.509425 -3.808430 0.035 -0.029 -0.073 0.00
H -3.048724 -2.486043 -2.330680 -0.051 -0.056 -0.020 0.00
H -0.593872 -0.649099 -4.846186 0.016 -0.005 0.043 0.00
H -2.216338 -3.231862 -4.593738 -0.059 -0.006 0.031 0.00
H -1.402684 -2.637044 -6.035391 0.015 -0.051 -0.036 0.00
H -0.454040 -3.133035 -4.627400 0.018 -0.051 -0.028 0.00
H -3.608569 -1.085352 -4.579732 -0.051 0.004 0.028 0.00
H -2.804025 0.489888 -4.483769 -0.100 0.043 -0.044 0.00
H -2.748675 -0.453875 -5.985486 -0.050 0.034 -0.038 0.00
H -3.458267 -2.293696 0.308853 0.029 0.058 -0.082 0.00
H -0.529441 -2.680893 0.976202 0.023 -0.005 0.051 0.00
H -1.806470 -3.200826 2.102778 -0.039 -0.025 0.085 0.00
H -1.704995 -3.890474 0.480175 0.075 -0.054 0.003 0.00
H -1.710233 -0.172734 1.643429 -0.070 -0.071 0.165 0.01
H -3.397615 -0.007305 1.105984 0.037 0.127 0.022 0.00
H -3.006580 -1.074795 2.452071 0.038 0.047 0.103 0.00
H 5.057982 0.101555 -1.465034 0.098 0.038 -0.042 0.00
H 4.388594 -1.076661 -3.533302 -0.049 0.017 0.100 0.00
H 2.301857 0.400044 -5.173530 -0.008 0.020 -0.011 0.00
H 3.838689 1.122638 -4.653705 -0.002 0.058 -0.049 0.00
H 3.824655 -0.298532 -5.695390 0.026 -0.020 -0.018 0.00
H 1.424825 -1.738691 -3.877113 -0.053 0.015 -0.045 0.00
H 2.752282 -2.457501 -4.795543 -0.024 -0.045 -0.026 0.00
H 2.653796 -2.709269 -3.052103 -0.073 -0.082 0.012 0.00
H 4.916968 1.928175 0.490660 -0.070 -0.019 -0.037 0.00
H 2.219322 2.277755 1.873885 -0.021 0.057 0.057 0.01
H 3.708128 3.161531 2.211475 -0.051 0.015 0.072 0.00
H 2.911568 3.375777 0.653327 -0.086 0.049 0.026 0.00
H 3.461253 -0.009407 2.340408 0.010 -0.004 0.010 0.00
H 5.001934 -0.298445 1.509432 -0.005 -0.063 0.036 0.00
H 4.887507 0.955620 2.743262 0.020 -0.015 0.052 0.00
C 1.666939 -2.309491 2.213194 0.017 -0.158 0.041 0.00
C 1.140177 -1.126287 2.935873 0.230 -0.200 -0.489 0.02
N 0.877431 0.065127 2.402943 -0.321 0.154 -0.058 0.02
C 0.638200 0.920199 3.470302 0.027 -0.204 0.503 0.01
C 0.743692 0.237939 4.631314 -0.016 0.394 -0.159 0.00
N 1.044628 -1.061519 4.284059 -0.318 0.063 0.148 0.01
C 1.224825 -2.140118 5.253376 0.615 0.006 -0.334 0.01
N 0.245267 -2.084715 6.312056 -1.415 -1.065 -0.369 0.14
N 0.453376 -1.231755 7.349383 0.536 0.629 0.328 -0.03
N -0.490954 -1.318891 8.174066 0.075 0.474 0.904 0.08
C -1.387071 -2.258469 7.749294 -0.281 -0.652 -0.882 0.01
C -2.569734 -2.724276 8.311218 1.181 1.059 0.458 0.22
C -3.290930 -3.690693 7.588279 -0.353 -0.891 -0.751 0.21
C -2.827161 -4.188257 6.373428 -0.237 0.006 0.078 0.01
C -1.649833 -3.725213 5.798031 -0.277 -0.533 -0.400 0.25
C -0.921742 -2.757543 6.512072 0.665 0.966 0.702 0.07
H 1.738083 -2.102658 1.147722 -0.057 0.018 -0.009 0.00
H 1.047099 -3.193481 2.359787 -0.017 -0.026 -0.052 0.00
H 2.669262 -2.543987 2.577916 0.036 0.036 -0.041 0.00
H 0.445399 1.969341 3.365157 -0.051 0.051 -0.099 0.00
H 0.664107 0.570374 5.649350 -0.017 -0.008 0.085 0.00
H 2.205582 -2.041360 5.725461 -0.105 -0.070 0.003 0.00
H 1.161113 -3.102845 4.748832 -0.001 0.061 0.025 0.00
H -2.893162 -2.360316 9.277865 -0.116 0.011 0.020 0.01
H -4.221453 -4.068606 7.987345 -0.044 -0.004 0.063 0.01
H -3.410342 -4.941196 5.863492 0.013 -0.014 -0.049 0.00
H -1.326454 -4.098443 4.835728 0.039 -0.056 -0.017 0.01
```
Forces are in eV/Å.

Highest occupied orbital energy (alpha / beta) in eV: -15.846 / -15.723
Max |F| in eV Å⁻¹: 1.8
Charge: +3
Kohn-Sham gap (alpha / beta) in eV: 7.3 / 3.5
LUMO (alpha / beta) in eV: -8.523 / -12.217
Expectation value of S²: 6.04
Spin multiplicity: 5